C35H56BN6O15P4Tb as an isolated structure in a non-equilibrium geometry. Source: OMol25; level of theory: ωB97M-V/def2-TZVPD.

Its spin multiplicity is 7. Its expectation value of S² is 12.603. The relative energy (zero: lowest compared OMol25 entry of this formula, charge and spin) comes out at 19.4 kcal/mol. As for the charge: -2.

Structure (XYZ):
```
118
Properties=species:S:1:pos:R:3:lowdin_spin:R:1
Tb 14.96632 9.83534 10.45604 6.085
C 8.42506 12.49542 8.24289 0.000
C 9.89295 12.78712 8.49273 0.000
C 10.08624 14.29960 8.33858 0.000
C 10.73702 12.07882 7.40256 0.000
P 10.37588 11.99494 10.19486 -0.001
C 11.92431 12.96800 10.46784 -0.002
N 12.64054 12.67191 11.68898 -0.010
B 13.28202 11.40977 11.98797 -0.051
N 13.53185 11.57889 13.42188 -0.009
C 13.84226 10.51831 14.32044 -0.001
P 12.31339 9.57655 14.88218 0.000
C 13.02161 7.79738 14.86512 0.000
C 13.39236 7.57153 13.37714 0.000
C 14.24638 7.47541 15.67503 0.000
C 11.88944 6.76840 15.21541 0.000
C 11.94946 10.14180 16.66127 0.000
C 11.15301 8.99160 17.33743 0.000
C 13.18796 10.56768 17.50574 0.000
C 10.94248 11.32349 16.52170 0.000
C 13.06477 12.79957 13.87819 -0.002
C 13.14487 13.41697 15.12602 0.000
C 12.66955 14.71521 15.28002 0.000
C 12.12245 15.40874 14.19944 0.000
C 12.06174 14.79216 12.96053 0.000
C 12.53829 13.49184 12.78694 -0.002
C 9.13254 12.60703 11.51160 0.000
C 7.87895 11.70568 11.44282 0.000
C 9.81455 12.24278 12.88362 0.000
C 8.77844 14.09608 11.48897 0.000
H 8.12469 12.77951 7.21893 0.000
H 7.78839 13.03072 8.94589 0.000
H 8.20599 11.42861 8.37085 0.000
H 9.74109 14.50780 7.31689 0.000
H 11.13071 14.59475 8.35098 0.000
H 9.49185 14.86547 9.06735 0.000
H 10.53303 12.57630 6.45332 0.000
H 10.53496 11.01515 7.36739 0.000
H 11.81752 12.17797 7.57558 0.000
H 11.68431 13.99261 10.42500 0.000
H 12.58904 12.64573 9.66519 0.000
H 14.45176 10.90843 15.16023 0.000
H 14.38357 9.79278 13.74095 0.000
H 14.15553 8.20613 13.01796 0.000
H 12.52733 7.78291 12.77811 0.000
H 13.70165 6.54818 13.17288 0.000
H 15.12816 7.97678 15.30613 0.000
H 14.43945 6.42429 15.57646 0.000
H 14.11902 7.72117 16.75583 0.000
H 10.93452 7.12329 14.92672 0.000
H 11.86493 6.52103 16.29184 0.000
H 12.11218 5.82628 14.72875 0.000
H 11.80506 8.23835 17.73613 0.000
H 10.44846 8.54749 16.61713 0.000
H 10.58629 9.39678 18.17016 0.000
H 13.60067 11.54932 17.35840 0.000
H 13.99416 9.82860 17.35231 0.000
H 12.89499 10.50632 18.55235 0.000
H 9.99739 10.94900 16.13338 0.000
H 11.31615 12.10539 15.89088 0.000
H 10.80516 11.70242 17.52768 0.000
H 13.60812 12.90165 15.97084 0.000
H 12.78334 15.14110 16.28307 0.000
H 11.81750 16.45331 14.32021 0.000
H 11.66493 15.33388 12.11036 0.000
H 8.23239 10.67201 11.54691 0.000
H 7.30383 11.82256 10.55438 0.000
H 7.20419 11.87333 12.28313 0.000
H 10.30047 11.25911 12.88472 0.000
H 9.00028 12.14138 13.58042 0.000
H 10.53745 12.98929 13.20216 0.000
H 8.12086 14.34907 10.67353 0.000
H 9.68602 14.74327 11.37795 0.000
H 8.28491 14.35967 12.44760 0.000
C 10.70635 5.52459 9.35105 0.000
C 11.45618 6.77827 9.63877 0.000
N 10.91012 7.80668 10.17372 0.000
O 9.67770 7.44866 10.59486 0.000
C 12.96813 6.70040 9.49648 0.000
C 13.59330 5.68347 8.61330 0.000
N 13.66236 7.59472 10.12946 0.003
O 15.01583 7.55895 10.08956 -0.012
H 10.26172 5.08527 10.28984 0.000
H 11.38740 4.79554 8.90126 0.000
H 9.88903 5.74462 8.68130 0.000
H 9.37948 8.27071 11.02012 0.000
H 12.86858 5.28845 7.89687 0.000
H 13.96091 4.82511 9.13471 0.000
H 14.40517 6.11074 8.04513 0.000
O 17.86818 9.10921 8.14345 0.000
P 17.70094 10.71516 8.36886 0.000
O 19.06483 11.28824 8.22930 0.000
O 16.92036 10.86605 9.68000 -0.001
O 16.68802 11.21276 7.16609 0.000
P 15.05286 11.12085 6.98305 0.001
O 14.60811 12.66867 7.30552 0.000
O 14.58092 10.73367 5.61805 0.000
O 14.56859 10.34013 8.15583 0.001
H 17.13140 8.52593 8.41459 0.000
H 15.09492 13.01990 8.04241 0.000
O 17.81788 8.37658 13.17179 -0.001
C 17.42271 9.44047 12.66207 0.001
O 16.23609 9.66577 12.20694 0.000
C 18.39290 10.59853 12.56630 0.000
C 18.01757 11.92229 12.37390 0.000
C 18.99068 12.88220 12.45424 0.000
C 20.34038 12.65453 12.63143 0.000
C 20.68447 11.29530 12.77281 0.000
C 19.73738 10.30100 12.73883 0.000
N 22.03269 10.99730 13.22436 0.000
O 22.89120 11.88714 13.13644 0.000
O 22.28241 9.90671 13.67731 0.000
N 18.51936 14.27860 12.40362 0.000
O 17.33328 14.48219 12.30561 0.000
O 19.37377 15.15935 12.51990 0.000
H 16.99917 12.23849 12.20517 0.000
H 21.08123 13.46961 12.70785 0.000
H 19.96154 9.26255 12.91434 0.000
```

C3H9NO2 as an isolated structure in a non-equilibrium geometry. Source: OMol25; level of theory: ωB97M-V/def2-TZVPD.

The relative energy (zero: lowest compared OMol25 entry of this formula, charge and spin) comes out at 96.5 kcal/mol.

Structure (XYZ):
```
15
Properties=species:S:1:pos:R:3:lowdin_charge:R:1
C 1.41557 0.31668 -0.83275 -0.295
C 1.16641 0.69507 0.55888 -0.074
O -0.17231 -0.24547 -1.49701 -0.150
O 2.25422 -0.70967 -1.08585 0.040
H 2.15438 -1.38712 -0.40269 0.121
H -0.32361 0.14181 -2.36668 0.063
H 1.59672 1.10557 -1.55781 0.137
H 1.92843 0.30985 1.23405 0.085
H 0.10872 0.26652 0.88250 0.063
H 1.05739 1.77270 0.66522 0.086
C -2.50079 -0.57155 1.24565 -0.178
N -1.51117 -0.15421 0.60901 -0.054
H -1.14773 -0.22606 -0.57054 0.064
H -2.57520 -0.42499 2.33122 0.045
H -3.45104 -0.88915 0.78679 0.047
```

C4H8S in the gas phase in a non-equilibrium geometry. Source: OMol25; level of theory: ωB97M-V/def2-TZVPD.

The relative energy (zero: lowest compared OMol25 entry of this formula, charge and spin) comes out at 37.1 kcal/mol.

Structure (XYZ):
```
13
Properties=species:S:1:pos:R:3:lowdin_charge:R:1
C 1.50977 -0.08542 0.01607 -0.062
C -0.04080 0.00572 -0.30114 -0.558
C -0.98286 -1.11300 0.15611 -0.558
C -0.77507 1.32044 0.16068 -0.211
H 1.84273 0.89377 0.00156 0.019
H 1.75950 -0.52496 1.13909 0.132
H 2.02733 -0.61153 -0.81978 0.073
H -0.06333 0.01888 -1.32204 0.072
H -0.80540 -1.95935 -0.58508 0.109
H -0.81259 -1.56529 1.09535 0.057
H -0.60723 1.53892 1.13491 0.028
H -0.78110 2.08623 -0.61512 0.076
S -2.27097 -0.00442 -0.06062 0.822
```

C4H5N3O2S in the gas phase in a non-equilibrium geometry. Source: OMol25; level of theory: ωB97M-V/def2-TZVPD.

The relative energy (zero: lowest compared OMol25 entry of this formula, charge and spin) comes out at 68.7 kcal/mol.

Structure (XYZ):
```
15
Properties=species:S:1:pos:R:3:lowdin_charge:R:1
C 1.66524 1.62510 -0.22129 -0.081
C 0.71940 0.78473 0.16858 -0.379
C -1.00797 -0.83517 -0.03690 -0.447
C -1.61276 -1.74048 -1.05289 0.023
N 1.85163 2.56757 0.88082 -0.077
N 1.32223 2.36102 1.92566 -0.167
N 0.09796 -0.14495 -0.61808 0.099
O -1.40795 -0.71881 1.10871 0.021
O 0.82540 -0.21931 2.54571 -0.465
S 0.19397 0.92987 1.91548 0.987
H 2.30550 1.69860 -1.12019 0.118
H -2.49957 -2.11310 -0.66884 0.078
H -0.95547 -2.50387 -1.29858 0.081
H -1.80431 -1.32480 -1.94973 0.054
H 0.30668 -0.36639 -1.57845 0.154
```

C21H28AsN2ORuS4Sb as an isolated structure. Source: OMol25; level of theory: ωB97M-V/def2-TZVPD.

Its spin multiplicity is 5. Its expectation value of S² is 6.033. The relative energy (zero: lowest compared OMol25 entry of this formula, charge and spin) comes out at 3.6 kcal/mol.

Structure (XYZ):
```
59
Properties=species:S:1:pos:R:3:lowdin_spin:R:1
Ru 2.14937 1.41230 1.36576 2.369
C -0.52199 -2.09181 -2.34093 0.000
C 0.87046 -1.93439 -2.93849 0.002
N 1.49972 -0.65196 -2.60283 0.011
C 1.57437 0.37060 -3.64904 0.006
C 0.39085 1.32798 -3.66985 0.002
C 2.00259 -0.46692 -1.37903 0.021
S 2.69502 1.07740 -0.97877 0.157
N 2.03506 -1.53734 -0.58190 0.004
C 1.87619 -1.50693 0.71737 0.005
O 1.37981 -0.52788 1.37709 0.065
C 2.21233 -2.73163 1.48618 0.002
C 2.14576 -2.69613 2.87682 0.002
C 2.47529 -3.82250 3.61372 0.000
C 2.86932 -4.98461 2.96479 0.000
C 2.93842 -5.02088 1.57816 0.000
C 2.61274 -3.89721 0.83808 0.000
H -0.95739 -3.03808 -2.66392 0.000
H -1.18545 -1.28522 -2.65432 0.000
H -0.46974 -2.09625 -1.25301 0.000
H 0.82568 -1.98995 -4.02494 0.000
H 1.51772 -2.73444 -2.58066 0.000
H 1.63707 -0.16183 -4.59834 0.000
H 2.50164 0.92642 -3.52523 0.003
H -0.55654 0.79097 -3.74060 0.000
H 0.47205 1.98886 -4.53342 0.000
H 0.38248 1.94529 -2.77239 0.001
H 1.84673 -1.77977 3.36709 0.002
H 2.42901 -3.79195 4.69418 0.000
H 3.12620 -5.86413 3.54130 0.000
H 3.24853 -5.92719 1.07445 0.000
H 2.66488 -3.90914 -0.24168 0.000
S 1.22964 3.78823 4.43848 0.107
Sb 3.28877 3.40878 3.60591 0.148
S 3.45959 0.98746 3.16921 0.399
S 2.77679 3.48901 1.09550 0.521
C -0.89435 3.79625 0.82588 0.020
As -0.37210 2.00865 1.32796 0.095
C -1.47563 1.67341 2.87568 0.018
C -1.18984 0.85051 -0.03363 0.016
C -2.62186 1.15467 -0.33634 0.002
C -3.65194 0.52765 0.36173 0.003
C -4.97858 0.83078 0.09397 0.000
C -5.29723 1.76678 -0.87980 0.003
C -4.28008 2.39206 -1.58695 0.000
C -2.95441 2.08688 -1.31745 0.003
H -1.97653 3.86773 0.72695 0.002
H -0.41219 4.06667 -0.11176 0.001
H -0.53749 4.46341 1.61021 0.002
H -2.52357 1.82638 2.62111 0.003
H -1.15860 2.36537 3.65305 0.002
H -1.31179 0.65250 3.21782 0.000
H -1.06025 -0.16064 0.35447 0.000
H -0.55885 0.95043 -0.91668 0.000
H -3.40894 -0.21283 1.11550 0.000
H -5.76512 0.33090 0.64453 0.000
H -6.33168 2.00390 -1.09056 0.000
H -4.51910 3.11764 -2.35389 0.000
H -2.16289 2.57574 -1.87654 0.000
```

C22H25N3O3 in the gas phase. Source: OMol25; level of theory: ωB97M-V/def2-TZVPD.

The relative energy (zero: lowest compared OMol25 entry of this formula, charge and spin) comes out at 50.6 kcal/mol.

Structure (XYZ):
```
53
Properties=species:S:1:pos:R:3:lowdin_charge:R:1
O -2.76176 -2.63196 0.48042 0.115
C -2.11957 -1.63492 0.29143 -0.416
N -2.64858 -0.35839 0.28035 0.041
C -1.73528 0.63247 0.00910 -0.377
O -1.96916 1.81057 0.03931 0.127
C -0.39849 -0.03576 -0.30737 -0.224
N 0.65843 0.63308 0.39226 0.053
C 1.98947 0.26484 0.29284 -0.270
C 2.90408 0.74814 1.22593 -0.025
C 4.24982 0.45674 1.13304 -0.026
C 4.74645 -0.34867 0.10564 -0.239
C 3.81973 -0.84780 -0.81378 -0.020
C 2.47645 -0.54607 -0.73047 -0.026
H 1.80684 -0.95492 -1.47092 0.101
H 4.14971 -1.50516 -1.60368 0.108
N 6.08413 -0.73875 0.01078 -0.109
C 7.01908 -0.41428 1.06844 -0.147
H 6.52582 -0.47154 2.03785 0.118
C 7.66187 0.96246 0.85279 -0.190
H 8.43680 1.15463 1.59686 0.126
O 8.30181 1.02006 -0.40469 -0.134
C 7.39382 0.73742 -1.44647 -0.186
C 6.75414 -0.64800 -1.27347 -0.139
H 6.05411 -0.82612 -2.08692 0.110
H 7.53821 -1.41252 -1.30268 0.129
H 7.96958 0.78877 -2.37206 0.125
H 6.59890 1.50068 -1.46824 0.130
H 6.89517 1.75030 0.91229 0.120
H 7.81101 -1.17206 1.03929 0.128
H 4.90889 0.87208 1.87920 0.099
H 2.55298 1.37721 2.03215 0.111
H 0.39920 1.08869 1.25321 0.139
C -0.63177 -1.51629 0.05103 -0.010
H -0.31768 -2.21550 -0.72274 0.127
H -0.10117 -1.78344 0.96752 0.142
H -0.22814 0.07381 -1.38812 0.161
C -4.04955 -0.08722 0.52698 -0.103
H -4.42164 -0.85273 1.21168 0.135
H -4.12016 0.89822 0.99328 0.135
C -4.85752 -0.11205 -0.77655 -0.120
C -6.30334 0.17127 -0.48253 -0.244
C -7.17338 -0.86439 -0.16823 -0.043
C -8.49722 -0.60167 0.13630 -0.085
C -8.96473 0.70145 0.13343 -0.096
C -8.10254 1.74007 -0.17402 -0.085
C -6.77885 1.47587 -0.47820 -0.043
H -6.10774 2.28805 -0.71845 0.115
H -8.46221 2.75855 -0.17761 0.102
H -9.99834 0.90696 0.36956 0.100
H -9.16579 -1.41562 0.37552 0.102
H -6.81054 -1.88229 -0.16642 0.116
H -4.75052 -1.09629 -1.23693 0.121
H -4.45380 0.64195 -1.45546 0.122
```